Record 1
Formula: C5H11B3CuO5
Source: the Open Molecules 2025 dataset
Level of theory: ωB97M-V with the def2-TZVPD basis set

The geometry in XYZ format:
```
25
Properties=species:S:1:pos:R:3:forces:R:3:lowdin_charge:R:1
C 2.678 -0.207 2.424 -0.3255 0.1218 -0.0157 0.11
B 2.874 -0.219 0.885 0.6360 0.0542 0.2211 -0.45
O 3.281 -1.235 0.057 -0.5335 0.1105 0.0135 0.33
B 2.692 -1.349 -1.187 0.4119 -0.0859 -0.3408 -0.18
O 1.874 -0.321 -1.668 0.0064 0.0150 0.6620 0.33
B 1.461 0.685 -0.830 -0.2471 0.2547 -0.4116 -0.40
C 0.101 1.444 -0.845 0.1160 0.0929 -0.1804 0.03
C -0.850 1.183 0.343 0.0170 0.0921 0.4585 -0.10
O -2.200 0.974 -0.146 0.3736 -0.1907 -0.5740 -0.01
C -2.806 -0.218 0.053 0.0556 -0.0777 0.3026 -0.57
C -3.138 -0.972 -1.232 0.6300 0.2804 -0.2800 0.06
O -3.107 -0.626 1.152 -0.1124 0.1660 -0.2247 0.17
O 2.505 0.925 0.122 -0.4215 -0.4527 0.0356 0.47
H 1.877 0.472 2.733 0.1458 -0.0808 0.0218 0.09
H 2.434 -1.228 2.737 0.1849 0.1012 0.0289 0.11
H 3.597 0.147 2.908 0.0241 -0.1256 -0.0801 0.12
H 2.814 -2.335 -1.828 0.0097 0.0132 0.0078 0.15
H -0.401 1.171 -1.778 0.0740 0.0162 0.0765 0.14
H 0.338 2.512 -0.911 -0.1470 -0.0362 -0.0201 0.15
H -0.564 0.311 0.942 -0.1356 0.0840 -0.0257 0.14
H -0.884 2.048 1.004 0.0030 -0.1339 -0.0253 0.15
H -3.057 -2.047 -1.073 -0.2833 0.1084 0.1173 0.13
H -4.125 -0.749 -1.685 -0.1037 -0.1123 -0.0737 0.10
H -2.419 -0.650 -1.989 -0.2433 -0.0931 -0.0502 0.11
Cu -4.974 0.284 -0.188 -0.1352 -0.1216 0.3567 0.81
```
Positions in Å, forces in eV/Å.

Calculated values
E_LUMO (spin up / spin down) ... -8.43 / -12.70 eV
Gap between HOMO and LUMO (spin up / spin down) ... 9.8972 / 5.6156 eV
Total charge ... +2
2S+1 ... 2



Record 2
Formula: C5H11BN2O2
Source: the Open Molecules 2025 dataset
Level of theory: ωB97M-V with the def2-TZVPD basis set

The geometry in XYZ format:
```
21
Properties=species:S:1:pos:R:3:forces:R:3:lowdin_charge:R:1
B -0.623 0.472 0.051 -0.4400 1.2156 -2.3972 -0.02
C -0.530 -0.637 2.192 -0.2643 -2.2221 -0.2458 -0.48
C 1.238 -1.049 0.386 0.0890 2.2480 2.0860 -0.07
C 0.893 0.444 -0.226 0.9094 -2.2622 -1.0176 -0.21
C 1.410 0.466 -1.682 -0.8136 -3.3837 0.7084 -0.08
C -2.712 0.196 1.414 0.6401 -0.3317 -1.7181 0.02
N 0.710 -1.064 1.805 -0.0321 0.7293 -0.9325 0.07
N -1.268 -0.039 1.130 -1.0493 0.5168 1.3474 0.06
O -1.051 -0.977 3.246 0.4943 1.0789 -0.9228 0.09
O -1.874 1.467 -1.821 1.7644 -0.2783 3.0139 -0.29
H 0.621 -1.696 -0.234 0.5063 -0.6007 -0.1002 0.11
H 2.348 -1.332 0.536 -1.8282 0.5655 -0.9784 0.16
H 1.468 1.271 0.176 -0.1979 -0.0485 1.0446 0.13
H 1.033 -0.356 -2.369 0.4105 0.7792 1.0745 0.11
H 2.467 0.420 -1.590 1.0750 -0.1789 -0.3370 0.07
H 1.139 1.337 -2.115 -0.8721 2.8987 -1.4734 0.03
H -2.889 0.896 0.620 -1.0531 0.8499 0.0898 0.07
H -3.290 -0.683 1.134 0.1013 -0.1869 0.4939 0.10
H -2.899 0.534 2.419 0.1168 0.1079 0.1333 0.10
H 1.008 -1.772 2.430 0.6580 -0.5799 0.4381 0.13
H -2.195 0.743 -2.340 -0.2147 -0.9169 -0.3071 -0.09
```
Positions in Å, forces in eV/Å.

Calculated values
E_LUMO ... 0.00 eV
Energy relative to the best compared isomer or geometry (same formula, charge and spin) ... 97.7 kcal/mol
Gap between HOMO and LUMO ... 9.1062 eV
Total charge ... 0



Record 3
Formula: C5H11BO7PbS
Source: the Open Molecules 2025 dataset
Level of theory: ωB97M-V with the def2-TZVPD basis set

The geometry in XYZ format:
```
26
Properties=species:S:1:pos:R:3:forces:R:3:lowdin_charge:R:1
C -1.463 -1.535 -2.797 -1.5417 -0.3538 -0.5062 -0.10
O -0.022 -1.357 -2.515 -1.4766 0.7871 2.5179 -0.21
C 0.052 -0.911 -1.089 -0.6915 -0.2002 -0.1010 -0.14
C -0.009 0.734 -1.094 0.3171 -2.1219 1.2818 -0.16
O 1.405 1.063 -1.475 0.9242 1.1411 3.2947 -0.17
S 2.276 1.530 -0.048 2.0630 4.5905 -1.3877 0.96
O 2.951 0.391 0.789 -0.1914 0.1321 -1.2695 -0.66
O 3.275 2.626 -0.501 -4.3679 -5.1245 2.2944 -0.22
O 1.027 2.025 1.055 2.4416 -2.7182 -4.3414 -0.14
C -0.173 1.555 0.315 -5.0915 2.6131 -0.2060 -0.26
C -1.272 1.078 1.433 -0.3826 0.2823 1.1564 -0.02
B -0.784 -0.217 2.359 -0.6991 -1.9981 0.0323 -0.41
O 0.337 -0.201 3.321 -0.3023 -1.5299 -3.1946 0.05
O -1.558 -1.485 2.117 4.1663 1.5054 -0.1291 0.03
H -2.112 -0.678 -2.303 1.3069 -1.6385 -1.0098 0.11
H -1.689 -1.528 -3.948 0.9029 0.0976 2.2708 0.13
H -1.861 -2.564 -2.383 0.9562 2.0137 -0.6433 0.12
H -0.866 -1.398 -0.501 2.1164 1.1755 -1.0089 0.15
H 1.096 -1.231 -0.607 -2.2548 0.5189 -1.1647 0.13
H -0.830 1.048 -1.891 2.2692 -0.1371 1.5992 0.20
H -0.658 2.576 -0.067 1.2406 -2.0899 0.7015 0.19
H -1.437 1.989 2.187 0.4908 -1.7169 -1.8229 0.15
H -2.353 0.855 0.978 2.6163 0.4732 0.6423 0.16
H 0.950 -0.991 3.111 -1.8603 1.6436 0.9756 0.11
H -0.861 -2.228 2.046 -1.9792 1.3259 0.6483 0.12
Pb 4.581 -1.147 1.505 -0.9726 1.3288 -0.6301 1.89
```
Positions in Å, forces in eV/Å.

Calculated values
E_LUMO ... -11.59 eV
Gap between HOMO and LUMO ... 4.1808 eV
Total charge ... +2



Record 4
Formula: C5H11Cl
Source: the Open Molecules 2025 dataset
Level of theory: ωB97M-V with the def2-TZVPD basis set

The geometry in XYZ format:
```
17
Properties=species:S:1:pos:R:3:forces:R:3:lowdin_charge:R:1
C 1.937 -1.057 -0.422 1.6228 -0.0278 -1.2154 -0.11
C 1.263 0.086 0.287 -0.4909 -0.6407 1.3128 -0.27
C -0.113 -0.332 0.693 -1.8643 1.2844 0.4460 -0.28
C -1.290 -0.053 -0.280 -0.0662 -0.1743 2.6561 -0.68
C -1.723 1.404 -0.200 0.6940 0.2643 0.0639 -0.12
H 2.117 -1.956 0.195 0.3364 0.7491 0.2434 0.08
H 1.300 -1.509 -1.195 0.0105 0.6055 -0.1888 0.07
H 2.895 -0.675 -0.917 -1.1192 -0.9621 0.6522 0.10
H 1.680 0.352 1.277 0.7364 -0.0595 -0.8546 0.12
H 1.159 0.965 -0.287 0.4958 1.1617 -0.8898 0.09
H -0.344 0.135 1.639 -0.4622 0.5691 0.2593 0.11
H -0.014 -1.309 1.004 -0.3329 -2.6736 0.1538 0.07
H -0.967 -0.255 -1.237 0.4464 -0.7268 -2.1782 0.06
H -1.016 1.943 0.421 -0.1361 -0.0111 0.8018 0.07
H -2.748 1.606 0.137 0.4190 -0.1587 -0.4235 0.08
H -1.434 1.842 -1.140 -0.9109 0.3840 -0.7818 0.07
Cl -2.702 -1.187 0.023 0.6214 0.4164 -0.0571 0.54
```
Positions in Å, forces in eV/Å.

Calculated values
E_LUMO ... 1.06 eV
Energy relative to the best compared isomer or geometry (same formula, charge and spin) ... 17.6 kcal/mol
Gap between HOMO and LUMO ... 11.5097 eV
Total charge ... 0



Record 5
Formula: C5H11Cl
Source: the Open Molecules 2025 dataset
Level of theory: ωB97M-V with the def2-TZVPD basis set

The geometry in XYZ format:
```
17
Properties=species:S:1:pos:R:3:forces:R:3:lowdin_charge:R:1
C 2.390 -0.919 0.104 0.4773 -0.1287 -0.4292 -0.14
C 1.315 0.041 -0.388 0.9439 -0.2930 -1.4036 -0.30
C -0.053 -0.229 0.244 0.3533 1.4927 -0.9766 -0.23
C -1.085 0.777 -0.281 -0.4408 0.6986 -0.1781 -0.30
C -2.473 0.597 0.309 -0.0325 -0.1930 -0.0755 -0.57
H 3.358 -0.714 -0.413 -0.5811 0.0044 0.6648 0.08
H 2.142 -1.941 -0.166 -0.1050 -0.2892 0.1841 0.06
H 2.486 -0.839 1.196 0.2311 -0.1254 -0.3122 0.07
H 1.315 -0.009 -1.532 -0.4188 -0.0057 1.3972 0.13
H 1.755 1.021 -0.169 -0.7804 0.2744 0.1037 0.10
H -0.395 -1.228 0.006 0.0772 -0.3194 0.2327 0.09
H 0.067 -0.066 1.316 -0.2330 -0.3666 0.1633 0.12
H -0.747 1.823 -0.090 -0.2110 -0.6269 0.1709 0.12
H -1.231 0.756 -1.369 0.4306 -0.3485 0.0761 0.11
H -2.448 0.547 1.377 0.0912 0.0430 0.7003 0.05
H -3.189 1.367 0.033 0.1297 -0.0080 -0.2248 0.07
Cl -3.207 -0.985 -0.177 0.0684 0.1914 -0.0930 0.52
```
Positions in Å, forces in eV/Å.

Calculated values
E_LUMO ... 1.12 eV
Energy relative to the best compared isomer or geometry (same formula, charge and spin) ... 1.3 kcal/mol
Gap between HOMO and LUMO ... 11.7154 eV
Total charge ... 0



Record 6
Formula: C5H11Cl
Source: the Open Molecules 2025 dataset
Level of theory: ωB97M-V with the def2-TZVPD basis set

The geometry in XYZ format:
```
17
Properties=species:S:1:pos:R:3:forces:R:3:lowdin_charge:R:1
C 0.091 2.006 0.156 1.3345 -3.6374 1.1120 0.05
C 0.035 -0.753 1.343 -1.5730 -2.7207 1.0260 -0.15
C 1.336 -0.696 -0.817 -2.6730 0.9879 -0.3216 -0.07
C -1.340 -0.605 -0.844 -0.3557 2.6240 -0.0942 -0.52
C -0.053 -0.379 -0.084 1.2504 3.3655 -0.2119 -0.42
Cl -2.781 0.237 -0.065 0.2749 -0.7175 0.4165 0.50
H 0.327 1.972 1.221 0.2342 -0.2784 -0.0860 0.00
H -0.608 2.775 0.061 -1.6334 0.6133 -0.9386 -0.03
H 0.981 2.106 -0.431 0.3609 0.2009 -0.3674 -0.01
H 0.135 -1.929 1.353 -0.6765 1.7170 0.1721 0.13
H -0.768 -0.420 2.077 0.7180 -0.5298 -1.3585 0.09
H 0.961 -0.516 1.787 1.2100 0.8475 0.3049 0.04
H 2.163 -0.430 -0.128 -0.4854 -0.5356 -0.5350 0.08
H 1.241 -1.782 -1.106 0.7727 1.0891 0.1234 0.09
H 1.345 0.013 -1.703 0.3350 -1.2746 0.7565 0.08
H -1.429 -0.001 -1.753 1.0113 -0.6181 -0.1703 0.06
H -1.638 -1.599 -1.068 -0.1049 -1.1333 0.1721 0.06
```
Positions in Å, forces in eV/Å.

Calculated values
E_LUMO ... 0.56 eV
Energy relative to the best compared isomer or geometry (same formula, charge and spin) ... 86.7 kcal/mol
Gap between HOMO and LUMO ... 8.8569 eV
Total charge ... 0



Record 7
Formula: C5H11ClDyF3Pb
Source: the Open Molecules 2025 dataset
Level of theory: ωB97M-V with the def2-TZVPD basis set

The geometry in XYZ format:
```
22
Properties=species:S:1:pos:R:3:forces:R:3:lowdin_charge:R:1
Dy 0.863 0.525 -4.529 0.0222 -0.3120 0.1464 0.62
Cl 0.912 2.189 -2.803 0.2052 2.5207 1.6182 -0.27
C -0.997 0.192 -5.775 -1.9545 -0.1801 -1.1043 -0.46
C 2.749 -0.612 -5.043 1.9066 -1.0316 -0.3007 -0.46
H -0.843 -0.584 -6.562 -0.4620 0.4347 0.2823 -0.08
H -1.762 -0.119 -5.004 0.3309 0.2220 -0.8794 -0.06
H -1.236 1.204 -6.210 -0.1468 -0.8919 0.1658 -0.07
H 2.597 -1.324 -5.888 0.4666 0.2249 0.4316 -0.08
H 2.991 -1.138 -4.073 0.1284 0.2778 -0.9479 -0.06
H 3.510 0.186 -5.281 -0.3073 -0.8502 0.1302 -0.07
Pb 0.123 -0.061 -0.340 1.8887 1.7438 -0.8339 0.89
C -1.613 1.341 -0.691 -0.8026 -0.1235 0.5664 -0.39
C -0.488 -1.844 0.521 -1.7031 -1.8620 1.6607 -0.42
H -2.086 0.853 -1.561 -0.1169 0.3980 0.2803 -0.05
H -2.321 1.421 0.171 0.3960 -0.0093 -0.7265 -0.03
H -1.209 2.317 -0.986 -0.1585 -0.3173 0.1121 -0.07
H 0.254 -2.557 0.918 -0.5102 0.1375 -0.2415 -0.10
H -1.564 -2.150 0.544 0.9035 -0.2844 -0.1189 -0.10
F 1.486 2.266 1.414 0.1130 -0.1209 0.7596 -0.04
C 1.008 1.007 1.718 -0.6202 -0.7237 -1.8923 -0.65
F 2.089 0.293 2.193 0.0061 0.4810 0.5091 -0.04
F 0.157 1.168 2.782 0.4149 0.2666 0.3828 -0.02
```
Positions in Å, forces in eV/Å.

Calculated values
E_LUMO (spin up / spin down) ... 5.53 / 5.19 eV
Gap between HOMO and LUMO (spin up / spin down) ... 4.8557 / 5.2071 eV
Total charge ... -2
2S+1 ... 6



Record 8
Formula: C5H11ClN
Source: the Open Molecules 2025 dataset
Level of theory: ωB97M-V with the def2-TZVPD basis set

The geometry in XYZ format:
```
18
Properties=species:S:1:pos:R:3:forces:R:3:lowdin_charge:R:1
C 1.542 -0.403 -1.030 0.8177 -1.8905 -0.3879 -0.07
C 1.397 0.124 0.411 0.1365 0.6907 -1.4576 -0.05
C 0.322 -0.650 -0.288 -2.4296 3.1768 0.9181 -0.32
C -1.648 1.717 0.384 1.2713 2.3492 -3.0991 -0.17
C -1.611 0.505 -0.553 1.7298 0.2196 0.0830 -0.50
N -0.033 -1.898 0.350 -3.4039 0.9532 0.8289 0.13
Cl -2.702 -0.736 0.013 -0.3319 -0.3307 -0.2406 0.74
H 1.583 0.103 -1.962 -0.4438 1.3291 -0.2328 0.10
H 2.120 -1.323 -1.259 0.0425 0.4961 0.8557 0.13
H 1.947 -0.483 1.079 0.5967 -0.3914 0.8825 0.09
H 1.419 1.202 0.679 -0.4447 -0.8925 -0.6044 0.13
H -0.917 2.565 -0.022 -1.0160 -2.0347 1.0038 0.13
H -1.527 1.545 1.401 0.8073 -0.7076 1.7335 0.04
H -2.576 2.303 0.359 -0.3300 -0.6575 -0.5327 0.08
H -1.821 0.801 -1.634 0.6334 -0.9248 1.4219 0.11
H 0.058 -1.834 1.408 0.2307 -0.4686 -1.6942 0.20
H 0.302 -2.761 -0.066 0.1263 -0.0902 0.0563 0.17
H -1.207 -1.801 0.203 2.0078 -0.8261 0.4654 0.06
```
Positions in Å, forces in eV/Å.

Calculated values
E_LUMO ... -3.81 eV
Energy relative to the best compared isomer or geometry (same formula, charge and spin) ... 95.6 kcal/mol
Gap between HOMO and LUMO ... 10.0203 eV
Total charge ... +1



Number 1: largest force on an atom 0.7 eV/A. Number 2: largest force on an atom 3.6 eV/A. Number 3: largest force on an atom 7.1 eV/A. Number 4: largest force on an atom 2.7 eV/A. Number 5: largest force on an atom 1.8 eV/A. Number 6: largest force on an atom 4.0 eV/A. Number 7: largest force on an atom 3.0 eV/A. Number 8: largest force on an atom 4.1 eV/A.